DFT (ωB97M-V/def2-TZVPD) results for 2 unconnected molecules or ions with the total composition C5H10O.

CARTESIAN COORDINATES (ANGSTROEM)
1 C -1.101 -1.785 0.396
2 C -0.064 -0.686 0.325
3 C 0.300 -0.217 -1.100
4 C 0.318 1.283 -0.929
5 C -0.245 1.559 0.244
6 O -0.571 0.488 1.008
7 H -1.347 -2.027 1.433
8 H -0.731 -2.690 -0.096
9 H -2.013 -1.459 -0.113
10 H 0.842 -0.980 0.875
11 H 1.235 -0.683 -1.432
12 H -0.478 -0.483 -1.828
13 H 0.619 2.017 -1.663
14 H -0.405 2.512 0.737
15 H 1.777 1.549 0.699
16 H 1.863 1.603 1.445

Forces on atoms 1 to 2 (eV/Å):
-0.044 -0.013 0.001
0.041 -0.196 -0.076

Calculated values
LUMO level: 0.043 Eh
Net charge: 0
Total energy: -7392.623 eV
Gap between HOMO and LUMO: 9.5 eV
Highest occupied orbital energy: -8.3 eV
SMILES: C[C@H]1CC=CO1.[H][H]